1.
ORCA calculation (the ωB97M-V functional and the def2-TZVPD basis) on a cluster of 2 separate species, C18H18NO8S2 in total.

The geometry in XYZ format:
```
47
Properties=species:S:1:pos:R:3:forces:R:3:lowdin_charge:R:1
C -2.301811 1.314061 -1.939022 -0.4 0.3 0.2 -0.100
C -2.878973 0.307793 -3.105541 -0.7 0.1 0.6 -0.252
O -1.907681 -0.678283 -3.605598 -0.8 2.2 -1.2 -0.228
C -1.032135 -0.112741 -4.646060 2.2 -0.3 -0.3 -0.197
C 0.415356 0.225277 -3.880265 -2.1 0.5 1.2 -0.227
S 1.907848 -0.212112 -4.923559 2.1 -4.0 -3.1 0.654
O 1.592822 -0.184899 -6.438327 0.2 0.9 4.7 -0.425
O 2.314567 -1.699726 -4.586810 -1.3 5.3 0.0 -0.449
N 3.254852 0.779569 -4.424908 -1.6 1.7 -1.1 -0.371
S 3.079473 2.444944 -4.918963 -4.7 1.8 -1.8 0.685
O 2.711750 2.641506 -6.420518 2.4 -0.7 4.6 -0.427
O 2.035969 3.258672 -4.089249 3.9 -2.8 -1.7 -0.442
O 4.613802 3.198758 -4.600352 -1.6 -1.2 -2.0 -0.260
H -2.765305 1.027553 -0.883811 1.0 0.6 -2.3 0.077
H -1.135134 1.310938 -1.822711 -2.3 -0.1 -0.4 0.071
H -2.646924 2.402622 -2.232804 0.8 -2.1 0.8 0.079
H -3.328991 0.983660 -3.980353 1.1 -1.6 1.7 0.122
H -3.772507 -0.319075 -2.628269 2.0 1.3 -1.2 0.126
H -1.437800 0.863408 -5.154593 0.6 -1.9 1.2 0.135
H -0.757995 -0.890394 -5.509206 -1.0 1.5 2.1 0.135
H 0.419975 -0.403826 -2.865908 0.3 1.1 -2.5 0.125
H 0.339799 1.347807 -3.557783 0.9 -2.0 -0.9 0.086
H 4.945932 3.427486 -5.526614 -0.7 -0.6 1.6 0.085
C -3.175418 -1.847739 5.837698 0.4 0.1 -0.1 -0.066
C -3.705825 -1.867504 4.548015 0.3 0.1 -0.2 -0.063
C -2.888010 -1.586861 3.452257 -0.2 -0.1 0.3 0.006
C -1.537445 -1.273334 3.647575 -0.6 -0.1 0.3 -0.083
C -1.013116 -1.229524 4.938812 -0.6 -0.2 0.2 -0.086
C -1.831295 -1.528808 6.035955 -0.3 -0.1 -0.1 0.001
C 0.397621 -0.851572 5.160280 0.6 0.1 1.2 -0.281
O 0.859917 -0.816307 6.293975 -0.3 0.0 -0.5 0.089
C 1.240104 -0.508479 3.997273 0.5 0.2 -0.2 -0.091
C 2.562914 -0.092467 4.197159 0.2 0.1 -0.3 0.001
C 3.370668 0.221069 3.101922 -0.3 -0.1 0.2 -0.058
C 2.864316 0.111401 1.807142 -0.3 -0.1 0.0 -0.045
C 1.545219 -0.297382 1.605347 0.2 0.1 0.0 0.018
C 0.728713 -0.598481 2.703525 0.6 0.2 -0.3 -0.085
C -0.675720 -0.995409 2.481330 -0.5 -0.1 -1.6 -0.276
O -1.122913 -1.087576 1.343913 0.2 0.1 0.8 0.101
H -3.810520 -2.075453 6.690994 0.1 0.0 -0.1 0.104
H -4.756474 -2.103654 4.394548 0.2 0.0 0.0 0.105
H -3.307762 -1.609274 2.447915 0.3 0.0 0.2 0.122
H -1.425563 -1.509936 7.045936 0.1 0.1 -0.3 0.119
H 2.966959 -0.007261 5.204678 -0.3 -0.1 -0.2 0.118
H 4.395903 0.548923 3.259654 -0.2 -0.1 0.0 0.107
H 3.495513 0.348598 0.953477 -0.2 -0.1 0.1 0.116
H 1.155326 -0.375969 0.591843 0.0 0.0 0.3 0.125
```
Forces are in eV/Å.

## Properties
E_LUMO in eV: 0.42
Frontier orbital gap in Ha: 0.231
Energy in Ha: -2149.66324
Total charge: -1
Energy above the lowest of the compared OMol25 structures with the same formula, charge and spin in kJ/mol: 526.5



2.
ORCA calculation (the ωB97M-V functional and the def2-TZVPD basis) on a structure of composition C23H29N3O4PPt.

The geometry in XYZ format:
```
61
Properties=species:S:1:pos:R:3:forces:R:3:lowdin_charge:R:1
Pt 0.443809 0.091194 -0.061501 -0.6 -0.2 -2.1 1.243
C -0.716669 -4.029407 -0.753401 -0.2 0.1 0.0 -0.001
C 0.312507 -4.458980 -1.572388 0.0 0.0 0.0 0.007
C 1.279986 -3.552976 -1.997925 0.1 0.1 -0.1 0.033
C 1.190990 -2.239425 -1.580925 0.0 0.3 -0.2 -0.188
N 0.201307 -1.848903 -0.739527 0.7 -0.4 1.2 -0.062
C -0.735541 -2.704932 -0.336137 0.1 -0.3 -0.1 -0.082
C 2.015510 -1.100820 -2.077131 -0.1 0.1 0.0 -0.158
C 3.039654 -1.133123 -3.005238 0.0 -0.1 0.1 0.045
C 3.610267 0.066593 -3.417963 0.0 0.0 0.0 0.025
C 3.133488 1.281508 -2.946271 0.0 0.1 0.1 0.053
C 2.107197 1.280023 -2.015590 -0.1 0.0 0.0 -0.145
N 1.612840 0.096025 -1.597446 -0.2 0.1 -0.5 -0.050
C 1.330273 2.442410 -1.496265 0.0 -0.3 -0.3 -0.186
C 1.514823 3.766830 -1.829024 0.1 -0.1 -0.2 0.039
C 0.536008 4.687697 -1.467614 0.0 0.1 0.0 0.012
C -0.597689 4.256456 -0.806374 -0.2 -0.1 0.0 0.004
C -0.698325 2.918609 -0.448456 0.1 0.3 -0.1 -0.092
N 0.257051 2.049471 -0.769136 0.4 0.4 1.4 -0.063
H -1.498837 -4.701806 -0.429170 0.0 0.0 0.0 0.134
H 0.356648 -5.488920 -1.900974 0.0 0.0 0.0 0.138
H 2.068728 -3.865379 -2.668743 0.0 0.0 0.0 0.132
H -1.499750 -2.316110 0.324049 0.0 0.0 0.1 0.134
H 3.386092 -2.073373 -3.410729 0.0 0.0 0.0 0.133
H 4.419727 0.053290 -4.135209 0.0 0.0 0.0 0.140
H 3.540783 2.212591 -3.314080 0.0 0.0 0.0 0.136
H 2.386451 4.079024 -2.387617 0.0 0.0 0.0 0.133
H 0.652474 5.730156 -1.731704 0.0 0.0 0.0 0.138
H -1.398144 4.937913 -0.554793 0.0 0.0 0.0 0.135
H -1.548829 2.530726 0.095186 0.0 0.0 0.1 0.134
C 3.996663 -2.923294 1.901006 0.9 -0.4 0.9 0.094
C 2.684438 -2.436620 2.588435 -2.3 1.5 -0.1 -0.572
C 1.518714 -3.392635 2.365152 0.1 -0.5 0.1 0.035
C 3.034872 -2.218291 3.987128 3.9 -2.1 -1.5 0.326
O 2.372650 -1.143922 2.017654 0.5 -0.5 0.4 -0.134
P 1.291065 -0.174243 2.695783 -0.7 0.8 -1.7 0.389
O 1.157999 -0.702354 4.202223 0.6 -0.7 0.1 -0.007
O -0.029500 -0.236829 1.974831 -0.3 -0.4 1.0 -0.361
O 1.929451 1.201328 2.578824 0.4 0.0 0.9 -0.139
C 1.708993 2.502204 3.398097 0.0 0.4 0.2 -0.528
C 3.102627 3.013308 3.673881 0.1 -0.1 -0.1 -0.005
C 0.927833 3.410748 2.483043 0.0 0.0 -0.2 -0.015
C 0.944094 2.211905 4.670043 0.0 -0.3 0.0 -0.020
H 4.275193 -3.911315 2.267933 0.0 0.0 -0.1 0.126
H 4.825224 -2.237422 2.066748 -0.1 0.1 -0.1 0.118
H 3.776442 -2.989851 0.835055 -0.3 0.1 0.1 0.125
H 1.733812 -4.355176 2.834613 0.0 0.0 -0.1 0.124
H 1.383015 -3.556523 1.300040 0.0 0.0 -0.1 0.087
H 0.587686 -3.010812 2.787082 0.1 0.1 0.0 0.109
H 3.078269 -3.087715 4.657442 -0.7 0.3 0.3 0.178
H 1.771287 -1.475699 4.387586 -1.9 1.1 0.6 0.057
H 3.789293 -1.458218 4.214974 -0.7 0.6 0.3 0.171
H 3.677045 3.097826 2.752533 0.0 0.0 0.0 0.099
H 3.638021 2.362372 4.364939 0.0 0.0 0.0 0.097
H 3.031837 4.002371 4.126816 0.0 0.0 0.0 0.116
H 1.514557 3.681591 1.605278 0.0 0.0 -0.1 0.093
H 0.673078 4.324935 3.019974 0.1 0.0 0.0 0.118
H -0.003625 2.936880 2.177700 -0.1 0.0 0.0 0.080
H 1.485749 1.538769 5.334231 0.0 0.1 0.0 0.092
H -0.050965 1.803062 4.470987 0.0 0.0 0.0 0.104
H 0.809655 3.155460 5.198267 0.0 0.0 0.0 0.120
```
Forces are in eV/Å.

## Properties
E_LUMO in eV: -13.57
Frontier orbital gap in Ha: 0.141
Energy in Ha: -1818.78678
Total charge: +3
Energy above the lowest of the compared OMol25 structures with the same formula, charge and spin in kJ/mol: 36.2



3.
ORCA calculation (the ωB97M-V functional and the def2-TZVPD basis) on a structure of composition C33H41F5LuN9O5SSiTe.

The geometry in XYZ format:
```
97
Properties=species:S:1:pos:R:3:forces:R:3:lowdin_charge:R:1
Lu -0.996136 0.139657 -0.044799 3.5 -1.1 0.7 1.547
C 1.085471 2.393507 2.046300 0.0 0.3 -0.2 -0.081
O 0.890483 1.023135 1.716429 -0.1 -0.2 -0.2 -0.279
C 1.012217 0.161238 2.838188 -0.3 -0.6 0.1 -0.183
C -0.351549 -0.335878 3.303341 0.5 0.4 0.0 -0.175
O -0.894379 -1.165362 2.274522 0.1 0.3 0.0 -0.295
C -2.019612 -1.895107 2.756097 -0.3 0.0 -0.1 -0.084
H 2.099531 2.544416 2.436185 -0.1 -0.1 -0.1 0.099
H 0.355598 2.758422 2.776973 0.0 -0.2 -0.1 0.103
H 0.961252 2.946848 1.117507 0.0 0.1 0.1 0.072
H 1.525192 0.664166 3.663489 0.0 0.0 -0.1 0.135
H 1.604995 -0.698761 2.512414 0.1 0.1 0.2 0.100
H -1.023973 0.504553 3.504908 -0.1 -0.1 0.0 0.115
H -0.232849 -0.926960 4.222231 0.0 0.0 -0.1 0.128
H -1.723999 -2.522211 3.605916 0.1 0.0 -0.1 0.099
H -2.375739 -2.516684 1.937691 0.0 0.0 0.0 0.086
H -2.825201 -1.223786 3.059803 0.1 0.0 0.0 0.089
N -1.291714 8.211309 1.192001 0.0 0.3 0.1 0.114
C -1.404472 6.983958 0.604820 -0.1 -0.3 -0.2 -0.314
C -2.664929 6.396433 0.439891 0.1 -0.1 -0.1 -0.006
C -2.790895 5.169953 -0.174828 -0.2 0.0 0.0 -0.056
C -1.658863 4.509124 -0.616485 0.0 -0.7 -0.1 -0.288
C -0.404545 5.083753 -0.491930 0.1 0.0 0.0 -0.062
C -0.275078 6.317706 0.111220 -0.1 0.0 0.0 -0.017
S -1.793388 2.948445 -1.438773 1.3 1.1 -0.9 0.699
O -2.932326 2.164210 -0.852314 -0.3 -0.2 0.4 -0.495
O -2.041456 3.156742 -2.828032 -0.1 0.1 0.0 -0.233
N -0.496175 2.066352 -1.141831 -1.6 0.5 0.8 -0.235
C 0.448686 1.835154 -2.070855 1.5 -0.4 -1.5 -0.504
N 0.969619 0.589661 -1.994247 -0.7 0.7 0.3 0.089
C 1.855080 0.263855 -2.921996 0.1 -0.1 -0.1 -0.122
C 2.278758 1.151751 -3.896563 -0.1 0.1 0.1 -0.039
C 1.741514 2.429578 -3.828113 0.2 -0.3 -0.1 -0.113
N 0.838525 2.774730 -2.929496 -0.3 0.2 0.4 0.148
H -2.069471 8.549275 1.732202 0.1 0.0 0.0 0.099
H -0.381082 8.532781 1.465791 0.0 0.0 0.1 0.096
H -3.542918 6.907917 0.803926 -0.1 0.0 0.0 0.118
H -3.761789 4.714175 -0.288403 -0.1 0.0 0.0 0.118
H 0.455759 4.558370 -0.877565 0.2 0.0 0.0 0.101
H 0.694531 6.785228 0.202130 0.1 0.0 0.0 0.111
H 2.228725 -0.750806 -2.869325 0.1 -0.1 0.0 0.116
H 3.000509 0.870841 -4.644746 0.0 0.0 -0.1 0.104
H 2.050188 3.222124 -4.497833 0.1 0.0 -0.1 0.115
C -0.041960 -3.772611 0.418746 -0.1 0.1 0.0 -0.001
C 1.131991 -2.879561 0.311947 -0.2 -0.1 0.1 -0.351
N 1.103252 -1.573653 0.157831 -0.5 0.0 -0.2 0.052
C 2.412860 -1.174248 0.076971 0.4 -0.1 0.0 -0.148
C 3.231962 -2.252255 0.185602 0.1 0.5 -0.1 -0.035
N 2.410203 -3.340862 0.338198 -0.2 0.3 -0.1 -0.015
C 2.869538 -4.663913 0.667775 0.0 -0.4 -0.2 -0.062
N 3.719679 -4.610347 1.823005 -0.1 0.3 0.8 -0.065
N 4.974186 -5.100410 1.790409 0.1 -0.5 -1.1 0.050
N 5.555973 -4.910770 2.892430 0.8 -0.1 0.4 0.069
C 4.711720 -4.252348 3.738383 -1.3 0.4 -0.3 -0.222
C 4.876571 -3.795510 5.046355 -0.1 0.0 -0.2 -0.006
C 3.815875 -3.128830 5.613504 0.2 0.0 0.2 -0.081
C 2.619512 -2.910427 4.915927 -0.1 0.0 -0.2 -0.075
C 2.431618 -3.358098 3.626386 -0.2 0.1 0.0 -0.010
C 3.493919 -4.038783 3.045196 0.8 -0.2 0.4 -0.153
H -0.930311 -3.179338 0.208512 -0.1 -0.2 0.0 0.047
H -0.116238 -4.213691 1.412355 -0.1 0.0 0.1 0.088
H 0.033848 -4.577157 -0.310010 -0.2 -0.1 -0.1 0.092
H 2.676684 -0.143798 -0.047310 0.0 0.2 0.0 0.103
H 4.298117 -2.350827 0.151466 0.2 0.0 0.1 0.125
H 3.474613 -5.091125 -0.140994 -0.1 0.1 0.2 0.147
H 2.002643 -5.309542 0.850901 0.2 0.2 -0.1 0.140
H 5.804130 -3.958301 5.568568 0.1 0.0 0.1 0.114
H 3.898891 -2.758598 6.623649 0.0 0.0 0.1 0.104
H 1.823734 -2.372842 5.410160 -0.1 0.0 0.0 0.101
H 1.508640 -3.178236 3.096988 -0.2 0.0 0.0 0.098
F -5.153367 1.799390 -0.038686 1.6 -0.5 0.2 -0.373
Te -3.538543 1.431824 0.989418 -5.0 4.4 6.3 1.874
F -2.936521 1.329739 2.922996 -0.1 -0.3 -1.5 -0.423
F -3.887915 3.241477 1.620694 0.4 -1.5 -1.0 -0.350
F -1.532391 2.141777 1.214749 -1.2 -1.3 -0.8 -0.463
F -5.044877 0.730462 2.064113 1.2 0.3 -1.1 -0.412
O -2.962881 -0.188645 0.578191 0.1 -0.8 -0.6 -0.698
C -2.436759 -3.280550 -2.174493 0.4 0.9 0.3 -0.249
Si -2.137899 -1.327007 -2.124192 -1.0 -0.9 -1.6 0.577
C -3.953469 -0.710773 -2.495161 0.7 0.0 0.3 -0.233
C -1.277839 -0.978946 -3.830008 -0.2 -0.1 0.7 -0.318
C -1.315127 0.307023 -4.367043 -0.1 0.1 0.1 -0.126
C -0.688542 0.612664 -5.561637 0.0 0.1 0.0 -0.098
C -0.004712 -0.370467 -6.256749 0.0 0.0 -0.2 -0.111
C 0.044878 -1.653626 -5.742806 0.2 0.0 -0.2 -0.105
C -0.574259 -1.944193 -4.541518 -0.1 -0.1 0.2 -0.121
H -2.992253 -3.568644 -3.063428 -0.1 0.1 -0.2 0.021
H -3.009829 -3.604417 -1.307505 -0.1 0.0 0.2 0.008
H -1.503908 -3.840082 -2.171793 0.2 -0.1 0.0 -0.017
H -4.388233 -1.179275 -3.378262 0.2 -0.1 -0.1 0.025
H -3.971951 0.366510 -2.651609 0.0 0.1 0.0 0.004
H -4.611697 -0.920958 -1.653246 0.0 0.0 0.1 0.014
H -1.841729 1.098216 -3.849529 -0.1 0.0 0.0 0.072
H -0.736708 1.623186 -5.946624 0.0 0.1 0.0 0.106
H 0.475109 -0.134787 -7.195716 0.1 0.0 -0.1 0.096
H 0.570194 -2.430101 -6.280028 0.1 -0.1 -0.1 0.095
H -0.524524 -2.947524 -4.148917 0.0 -0.3 0.0 0.082
```
Forces are in eV/Å.

## Properties
E_LUMO in eV: -1.27
Frontier orbital gap in Ha: 0.219
Energy in Ha: -4841.72972
Energy above the lowest of the compared OMol25 structures with the same formula, charge and spin in kJ/mol: 636.5



no.,HOMO (Eh)
1,-0.2158
2,-0.6397
3,-0.2658